The following is a DFT calculation (ωB97M-V/def2-TZVPD) of a gas-phase ion, C4H10N2 (charge +1).

CARTESIAN COORDINATES (ANGSTROEM)
N1 0.678 -0.066 0.776
N2 1.543 -1.693 2.416
C1 0.691 0.109 -0.697
C2 -0.826 -0.038 -1.126
C3 0.975 -1.416 1.268
C4 -1.491 1.271 -0.801
H1 -1.215 2.089 -1.419
H2 1.457 -0.790 2.950
H3 -2.524 1.160 -1.094
H4 0.952 -2.030 0.404
H5 -0.820 -0.387 -2.120
H6 -1.586 1.433 0.280
H7 1.103 1.091 -0.944
H8 1.307 -0.730 -1.014
H9 0.939 0.669 1.438
H10 -1.183 -0.668 -0.317

Summary:
**Energy relative to the best compared isomer or geometry (same formula, charge and spin)**: 275.97 kJ/mol
**Charge**: +1
**HOMO-LUMO gap (alpha / beta)**: 11.65 / 7.57 eV
**HOMO level (alpha / beta)**: -15.955 / -16.063 eV
**Calculated total energy**: -7280.23259 eV
**2S+1**: 2
**LUMO energy (alpha / beta)**: -0.1581 / -0.3121 Eh

The computed Löwdin charges, all in e, follow:
1. N 0.14
2. N 0.23
3. C -0.11
4. C -0.17
5. C -0.13
6. C -0.10
7. H 0.08
8. H 0.10
9. H 0.09
10. H 0.12
11. H 0.11
12. H 0.09
13. H 0.14
14. H 0.12
15. H 0.17
16. H 0.11